A molecular structure, C15H31NO25S6, computed with ωB97M-V/def2-TZVPD.

CARTESIAN COORDINATES (ANGSTROEM)
C: 0.92268 5.55721 -3.19478
C: 0.12654 4.21310 -3.30037
O: 0.59325 3.40174 -2.20458
S: 2.05998 3.93803 -1.81329
O: 2.93996 3.61132 -2.87164
O: 2.37222 3.62689 -0.48596
O: 1.58391 5.44729 -1.92425
H: 0.24120 6.39486 -3.10982
H: 1.67280 5.66083 -3.97246
H: 0.32664 3.65977 -4.21438
H: -0.93452 4.39421 -3.16772
C: 0.29169 -3.54664 3.60052
C: -0.75663 -4.46723 2.94180
O: -1.89137 -3.59260 2.94553
S: -2.02079 -2.99203 4.40013
O: -2.48962 -3.97815 5.30046
O: -2.66268 -1.74069 4.33469
O: -0.44916 -2.81693 4.60082
H: 0.63503 -2.86229 2.82827
H: 1.08433 -4.04118 4.15288
H: -0.97093 -5.37072 3.51113
H: -0.46254 -4.69006 1.92237
C: 3.01091 -5.49011 0.37085
C: 2.72453 -4.75483 -0.94010
O: 2.52950 -5.76404 -1.92374
S: 2.84736 -7.22343 -1.39529
O: 3.81513 -7.85471 -2.20829
O: 1.62368 -7.86637 -1.11030
O: 3.53500 -6.76149 -0.03172
H: 2.10138 -5.68890 0.94094
H: 3.76039 -4.97776 0.96416
H: 3.55778 -4.10053 -1.20638
H: 1.86805 -4.08768 -0.89632
C: -0.49639 0.74452 -0.77909
C: 0.31636 0.71167 0.52280
O: -0.01693 -0.55914 1.07079
S: -0.01559 -1.60215 -0.12302
O: -0.78364 -2.74262 0.20285
O: 1.30485 -1.80341 -0.58167
O: -0.82722 -0.63196 -1.08623
H: 0.01397 1.14330 -1.64958
H: -1.43816 1.28107 -0.66532
H: 0.00584 1.48474 1.21436
H: 1.38389 0.73638 0.30571
C: 4.17134 1.70955 2.18671
C: 4.21124 1.46172 3.68809
O: 3.59501 0.20455 3.89296
S: 3.64083 -0.71393 2.59477
O: 2.31570 -1.10736 2.29451
O: 4.62985 -1.71515 2.69320
O: 4.12040 0.40396 1.60127
H: 4.97430 2.30934 1.77512
H: 3.22641 2.19805 1.92598
H: 3.73104 2.26021 4.24526
H: 5.25618 1.41588 4.01250
C: -3.01767 0.00521 -3.38500
C: -4.01627 -1.09166 -3.55918
O: -5.26832 -0.34995 -3.43472
S: -5.13244 1.10223 -4.05361
O: -5.63921 2.01722 -3.10155
O: -5.64569 1.18365 -5.36998
O: -3.52647 1.14597 -4.06239
H: -2.01096 -0.23052 -3.73066
H: -2.87401 0.27040 -2.33401
H: -3.95431 -1.85774 -2.79515
H: -4.08489 -1.49995 -4.56730
C: -2.25541 3.67019 2.52608
C: -2.31926 4.35374 1.17621
O: -1.73044 5.38772 0.92393
N: -2.97801 3.63543 0.21791
C: -3.09784 4.09433 -1.15946
H: -1.31992 3.11632 2.60629
H: -3.06437 2.94118 2.62564
H: -2.35049 4.35762 3.36083
H: -3.30442 2.71671 0.46337
H: -2.69905 3.31086 -1.81095
H: -2.47056 4.93466 -1.44685
H: -4.14501 4.36027 -1.27456

LUMO level, eV: -0.08
Energy, a.u.: -4914.90115
Multiplicity: 1
E_HOMO, eV: -10.1837

Löwdin population analysis, charges in e, atoms 1 to 6:
1 C -0.131
2 C -0.131
3 O -0.229
4 S 0.578
5 O -0.200
6 O -0.199